[1]
DFT (ωB97M-V/def2-TZVPD) results for a cluster of 4 separate species, C22H31N5O5P in total.

Last column: Mulliken charge in e.
Cartesian coordinates (Å):
N (4.7277, -0.3359, 2.2027)  -0.698
C (4.0819, -0.6376, 0.8340)  -0.281
C (2.8863, 0.4247, 0.4684)  -0.049
C (1.6589, -0.1929, -0.4275)  -0.467
C (0.8806, -1.4717, 0.2667)  -0.757
C (0.3838, -1.2020, 1.8057)  -0.528
C (-1.0593, -0.4382, 1.9488)  2.109
N (-0.9090, 0.6730, 2.9632)  -0.597
O (-0.1690, 1.7012, 2.5125)  -0.344
C (-1.7633, -0.0045, 0.5346)  -0.519
O (-1.8396, 1.2246, 0.0191)  -0.709
O (-2.4442, -1.0833, -0.2560)  -0.618
P (-2.2572, -1.7344, 2.7738)  -0.046
O (-1.5498, -1.9784, 4.3851)  -0.538
O (-2.1876, -3.2547, 1.9145)  -0.377
H (4.0024, -0.0346, 2.8920)  0.239
H (5.0282, -1.2967, 2.5434)  0.255
H (3.7257, -1.7606, 0.9083)  0.182
H (4.9495, -0.6339, 0.0149)  0.264
H (3.3736, 1.3212, -0.1510)  0.363
H (2.4905, 0.9069, 1.4846)  -0.256
H (0.8791, 0.6934, -0.5892)  0.182
H (2.0128, -0.5338, -1.5148)  0.328
H (0.0250, -1.9120, -0.4394)  0.150
H (1.6901, -2.3468, 0.3302)  0.356
H (1.1643, -0.5934, 2.4573)  -0.014
H (0.3108, -2.2743, 2.3248)  0.125
H (-0.3968, 0.3188, 3.8268)  0.297
H (-0.8654, 2.3743, 2.1855)  0.312
H (-0.7856, -2.6299, 4.2164)  0.317
H (-1.3305, -3.7453, 2.1772)  0.292
N (2.7265, 2.0246, 4.9869)  -0.387
C (2.4630, 2.9778, 4.0664)  0.170
C (3.2321, 4.1177, 3.8956)  -0.717
C (4.3377, 4.2953, 4.7206)  -0.195
C (4.6339, 3.3320, 5.6794)  -0.359
C (3.8073, 2.2238, 5.7721)  -0.253
H (1.5881, 2.7953, 3.4492)  0.374
H (2.9752, 4.8493, 3.1380)  0.369
H (4.9636, 5.1770, 4.6171)  0.363
H (5.4881, 3.4413, 6.3380)  0.353
H (3.9988, 1.4424, 6.5021)  0.352
N (-3.7271, -4.7341, -3.2408)  -0.561
C (-3.4765, -4.7940, -4.5670)  -0.294
C (-2.8069, -3.8055, -5.2702)  -0.273
C (-2.3698, -2.6836, -4.5739)  -0.467
C (-2.6145, -2.5920, -3.2075)  -0.189
C (-3.2890, -3.6337, -2.5913)  -0.379
H (-3.8402, -5.6874, -5.0664)  0.329
H (-2.6309, -3.9075, -6.3351)  0.354
H (-1.8426, -1.8875, -5.0913)  0.417
H (-2.2873, -1.7306, -2.6364)  0.458
H (-3.5009, -3.6106, -1.5260)  0.572
N (-1.6854, 2.2395, -5.5572)  -0.593
C (-2.8204, 2.3118, -6.2866)  -0.314
C (-4.0911, 2.1806, -5.7497)  -0.250
C (-4.2078, 1.9576, -4.3818)  -0.418
C (-3.0571, 1.8762, -3.6044)  -0.184
C (-1.8305, 2.0240, -4.2317)  -0.243
H (-2.6768, 2.4837, -7.3494)  0.360
H (-4.9684, 2.2501, -6.3828)  0.362
H (-5.1872, 1.8483, -3.9252)  0.380
H (-3.1143, 1.7027, -2.5358)  0.419
H (-0.9036, 1.9721, -3.6675)  0.471

Results
gap between HOMO and LUMO	7.50	eV
charge	-1
E_tot	-1848.096984	a.u.
LUMO energy	2.51	eV
largest force on an atom	0.147	hartree/bohr
2S+1	1

---

[2]
DFT (ωB97M-V/def2-TZVPD) results for a structure of composition C22H32As2MoN4SSi.

Last column: Mulliken charge in e.
Cartesian coordinates (Å):
Mo (0.6647, -0.3982, 1.0456)  -0.506
N (1.0822, -4.7455, 1.3134)  -0.367
C (1.1321, -3.4832, 1.7585)  0.628
S (2.4009, -2.3107, 1.4134)  -0.209
N (0.1055, -3.1169, 2.4888)  -1.490
N (0.0114, -1.7922, 2.5838)  0.964
C (-0.6076, -1.2663, 3.7038)  -0.873
C (-0.7060, 0.1431, 3.6525)  1.229
C (-1.6032, 0.8297, 4.5117)  -0.968
C (-1.7162, 2.1732, 4.3662)  -0.259
C (-0.8713, 2.8580, 3.3834)  -1.001
C (0.0056, 2.1281, 2.6797)  -0.361
N (0.0391, 0.7601, 2.6995)  -0.152
H (1.8803, -5.2057, 0.8334)  0.296
H (0.2786, -5.3282, 1.6320)  0.275
H (-1.1624, -1.9756, 4.4099)  0.349
H (-2.1295, 0.2956, 5.2951)  0.470
H (-2.4417, 2.7383, 5.0102)  0.422
H (-1.0122, 3.8460, 3.1495)  0.596
H (0.7758, 2.5335, 2.0407)  0.447
C (1.9383, 2.8948, -0.5467)  -1.300
As (2.3718, 0.9849, -0.1056)  1.333
C (4.1583, 1.2337, 0.7055)  -1.186
C (2.7837, 0.4830, -1.9207)  -0.045
C (3.5425, 1.3975, -2.7551)  -0.626
C (3.5019, 1.1797, -4.1250)  -0.591
C (2.8896, 0.0790, -4.6789)  -0.703
C (2.1120, -0.7150, -3.8660)  -0.397
C (2.0275, -0.4946, -2.4757)  0.046
As (1.1241, -1.6780, -1.1974)  1.094
C (2.3313, -3.1955, -1.7170)  -1.121
C (-0.4469, -2.2833, -2.2290)  -1.428
H (1.4545, 2.9636, -1.5238)  0.361
H (2.8783, 3.4452, -0.4700)  0.476
H (1.2278, 3.1946, 0.2688)  0.412
H (4.3591, 2.3175, 0.7939)  0.419
H (4.9635, 0.7669, 0.1209)  0.375
H (4.0593, 0.7132, 1.6857)  0.389
H (4.1407, 2.2032, -2.3233)  0.447
H (3.9528, 1.9584, -4.7509)  0.393
H (3.0757, -0.2290, -5.7470)  0.366
H (1.4630, -1.4081, -4.2881)  0.488
H (2.0446, -3.4573, -2.7460)  0.463
H (2.0883, -3.9770, -1.0377)  0.307
H (3.4048, -2.9044, -1.6571)  0.353
H (-0.2142, -2.9115, -3.0583)  0.502
H (-1.0414, -1.3945, -2.5782)  0.324
H (-1.1029, -2.7722, -1.5858)  0.472
C (-4.5057, 0.4931, -2.0606)  -1.046
Si (-3.9314, 0.8678, -0.3132)  0.103
C (-4.0200, 2.6839, 0.1491)  -0.928
C (-4.8161, -0.2549, 0.9125)  -1.084
C (-2.0966, 0.4117, -0.1287)  0.158
C (-0.8792, 0.1129, -0.0096)  0.726
H (-3.6966, 0.4706, -2.7482)  0.369
H (-5.3496, 1.0363, -2.3532)  0.388
H (-4.8462, -0.5810, -1.9276)  0.274
H (-3.3109, 2.9593, 0.9178)  0.221
H (-5.0237, 3.0211, 0.4518)  0.356
H (-3.7040, 3.2286, -0.7210)  0.322
H (-5.9158, -0.4224, 0.7993)  0.358
H (-4.7875, 0.1136, 1.9625)  0.294
H (-4.3305, -1.2185, 0.9064)  0.379

Results
gap between HOMO and LUMO (alpha / beta)	5.77 / 6.17	eV
charge	+2
E_tot	-6303.304696	a.u.
LUMO energy (alpha / beta)	-8.43 / -8.04	eV
largest force on an atom	0.103	hartree/bohr
2S+1	3